Run i
{"formula": "H2O5P2", "method": "wB97M-V/def2-TZVPD", "species": ["O", "O", "O", "O", "O", "P", "P", "H", "H"], "positions_angstrom": [[1.626, 1.089, 1.127], [2.936, -0.880, 0.300], [1.009, 0.212, -1.276], [-1.332, 0.335, 0.684], [-0.615, -2.204, -0.401], [-0.348, -1.518, 0.887], [1.552, -0.176, 0.336], [-0.595, 0.810, 0.878], [0.076, 0.203, -0.804]], "charge": -2, "orbital_gap_ev": 6.71, "smiles": "O=P(O)=P([O-])([O-])O"}

Run ii
{"formula": "H2O5P2", "method": "wB97M-V/def2-TZVPD", "species": ["O", "O", "O", "O", "O", "P", "P", "H", "H"], "positions_angstrom": [[-1.759, -0.932, 1.539], [-3.098, -0.006, -0.443], [-0.665, -0.790, -0.799], [0.873, 1.098, 1.384], [-0.295, 2.100, -1.048], [-0.788, 1.945, 0.355], [-1.774, -0.125, 0.270], [0.389, 0.326, 1.686], [-0.370, 0.068, -1.132]], "charge": -2, "orbital_gap_ev": 6.65, "smiles": "O=P(O)=P([O-])([O-])O"}

The structure with the most favorable energy is run ii; the runner-up is 76.5 kJ/mol above it.

Run i
{"formula": "C48H58Br2N3O2P2TeTi", "method": "wB97M-V/def2-TZVPD", "species": ["Ti", "O", "C", "C", "C", "C", "C", "C", "C", "O", "N", "N", "C", "C", "Br", "C", "C", "C", "C", "C", "C", "C", "H", "H", "H", "H", "H", "H", "H", "H", "H", "H", "H", "H", "H", "H", "C", "C", "C", "P", "C", "C", "C", "C", "C", "C", "C", "C", "C", "N", "C", "C", "C", "C", "C", "C", "P", "C", "C", "C", "C", "C", "C", "H", "H", "H", "H", "H", "H", "H", "H", "H", "H", "H", "H", "H", "H", "H", "H", "H", "H", "H", "H", "H", "H", "H", "H", "H", "H", "H", "H", "H", "H", "H", "H", "H", "H", "H", "H", "Br", "C", "Te", "C", "C", "C", "C", "C", "C", "C", "H", "H", "H", "H", "H", "H", "H", "H"], "positions_angstrom": [[0.390, 0.352, 0.024], [0.658, 3.171, 4.964], [0.358, 4.052, 3.954], [-0.066, 5.339, 4.265], [-0.322, 6.255, 3.263], [-0.138, 5.893, 1.937], [0.274, 4.610, 1.638], [0.504, 3.654, 2.625], [0.958, 2.289, 2.155], [0.171, 1.812, 1.087], [0.882, 1.226, 3.136], [1.337, 0.070, 2.580], [1.794, -0.819, 3.372], [2.279, -2.103, 2.908], [2.522, -2.237, 1.037], [2.620, -3.139, 3.686], [2.490, -3.222, 5.148], [3.499, -3.873, 5.861], [3.437, -3.970, 7.240], [2.354, -3.438, 7.926], [1.331, -2.818, 7.225], [1.395, -2.713, 5.845], [0.542, 3.609, 5.813], [-0.186, 5.619, 5.306], [-0.649, 7.253, 3.522], [-0.313, 6.606, 1.143], [0.413, 4.322, 0.605], [1.979, 2.370, 1.749], [1.230, 1.448, 4.060], [1.861, -0.631, 4.442], [3.067, -4.001, 3.203], [4.340, -4.295, 5.326], [4.230, -4.469, 7.781], [2.302, -3.519, 9.004], [0.473, -2.424, 7.755], [0.574, -2.258, 5.305], [-4.209, -1.482, -0.586], [-4.536, -0.006, -0.359], [-5.841, 0.085, 0.429], [-3.058, 0.879, 0.385], [-3.828, 2.310, 1.265], [-4.364, 3.275, 0.204], [-2.819, 3.026, 2.153], [-2.561, -0.272, 1.727], [-3.256, -0.306, 2.941], [-2.907, -1.173, 3.958], [-1.827, -2.029, 3.786], [-1.111, -2.004, 2.605], [-1.480, -1.149, 1.564], [-0.717, -1.201, 0.338], [-0.696, -2.468, -0.315], [-1.460, -3.557, 0.123], [-1.365, -4.785, -0.508], [-0.523, -4.968, -1.594], [0.181, -3.882, -2.080], [0.100, -2.637, -1.463], [0.683, -1.108, -2.228], [2.342, -1.351, -3.039], [2.364, -2.151, -4.346], [3.385, -1.939, -2.092], [-0.478, -1.061, -3.672], [-0.210, 0.075, -4.645], [-1.930, -1.111, -3.209], [-4.950, -1.933, -1.247], [-4.233, -2.024, 0.361], [-3.226, -1.633, -1.026], [-4.675, 0.467, -1.337], [-5.722, -0.351, 1.424], [-6.618, -0.488, -0.082], [-6.210, 1.103, 0.546], [-4.667, 1.959, 1.871], [-3.534, 3.715, -0.356], [-5.037, 2.794, -0.507], [-4.912, 4.092, 0.676], [-3.299, 3.869, 2.656], [-2.392, 2.371, 2.913], [-2.002, 3.418, 1.556], [-4.090, 0.365, 3.091], [-3.474, -1.186, 4.879], [-1.553, -2.727, 4.566], [-0.272, -2.673, 2.461], [-2.138, -3.453, 0.955], [-1.961, -5.610, -0.141], [-0.442, -5.933, -2.075], [0.789, -4.000, -2.967], [2.638, -0.318, -3.260], [2.229, -3.218, -4.164], [3.348, -2.035, -4.801], [1.630, -1.834, -5.084], [3.081, -2.926, -1.735], [3.584, -1.285, -1.247], [4.324, -2.065, -2.633], [-0.268, -2.006, -4.186], [-0.475, 1.040, -4.222], [-0.821, -0.059, -5.540], [0.832, 0.127, -4.960], [-2.141, -0.352, -2.449], [-2.174, -2.082, -2.781], [-2.596, -0.945, -4.059], [2.574, 1.304, -0.715], [-2.265, 2.581, -3.051], [-0.702, 2.617, -1.597], [0.564, 3.245, -3.197], [-0.369, 3.673, -4.303], [0.114, 4.373, -5.406], [-0.739, 4.756, -6.426], [-2.091, 4.442, -6.352], [-2.579, 3.748, -5.260], [-1.726, 3.359, -4.230], [-3.134, 3.062, -2.607], [-2.531, 1.563, -3.324], [1.226, 2.429, -3.487], [1.179, 4.067, -2.835], [1.167, 4.620, -5.460], [-0.354, 5.305, -7.274], [-2.762, 4.746, -7.144], [-3.633, 3.506, -5.201]], "charge": 1, "orbital_gap_ev": 6.94}

Run ii
{"formula": "C48H58Br2N3O2P2TeTi", "method": "wB97M-V/def2-TZVPD", "species": ["Ti", "O", "C", "C", "C", "C", "C", "C", "C", "O", "N", "N", "C", "C", "Br", "C", "C", "C", "C", "C", "C", "C", "H", "H", "H", "H", "H", "H", "H", "H", "H", "H", "H", "H", "H", "H", "C", "C", "C", "P", "C", "C", "C", "C", "C", "C", "C", "C", "C", "N", "C", "C", "C", "C", "C", "C", "P", "C", "C", "C", "C", "C", "C", "H", "H", "H", "H", "H", "H", "H", "H", "H", "H", "H", "H", "H", "H", "H", "H", "H", "H", "H", "H", "H", "H", "H", "H", "H", "H", "H", "H", "H", "H", "H", "H", "H", "H", "H", "H", "Br", "C", "Te", "C", "C", "C", "C", "C", "C", "C", "H", "H", "H", "H", "H", "H", "H", "H"], "positions_angstrom": [[-0.242, 0.651, 0.194], [-1.286, 1.171, -4.275], [-1.978, 0.033, -4.048], [-3.223, -0.072, -4.664], [-4.020, -1.181, -4.451], [-3.592, -2.213, -3.623], [-2.357, -2.106, -3.012], [-1.539, -0.995, -3.203], [-0.211, -0.949, -2.491], [-0.241, -0.053, -1.421], [0.869, -0.617, -3.416], [1.799, 0.320, -3.155], [2.825, 0.326, -3.915], [3.868, 1.337, -3.844], [3.377, 3.001, -3.085], [5.098, 1.186, -4.347], [5.684, -0.054, -4.868], [6.654, 0.042, -5.868], [7.239, -1.093, -6.401], [6.875, -2.349, -5.933], [5.936, -2.457, -4.918], [5.347, -1.320, -4.388], [-0.402, 1.122, -3.884], [-3.544, 0.736, -5.306], [-4.981, -1.244, -4.942], [-4.207, -3.087, -3.469], [-1.998, -2.903, -2.369], [-0.029, -1.947, -2.051], [1.075, -1.327, -4.112], [2.950, -0.426, -4.701], [5.741, 2.058, -4.379], [6.943, 1.019, -6.233], [7.981, -0.998, -7.181], [7.334, -3.236, -6.346], [5.668, -3.431, -4.531], [4.647, -1.420, -3.567], [4.444, -1.914, 0.165], [3.450, -0.835, -0.274], [4.133, 0.535, -0.354], [1.912, -0.716, 0.717], [2.274, -0.914, 2.526], [3.384, 0.031, 2.993], [2.532, -2.342, 3.005], [0.892, -2.182, 0.323], [1.293, -3.313, -0.380], [0.385, -4.326, -0.649], [-0.937, -4.198, -0.244], [-1.360, -3.060, 0.426], [-0.447, -2.053, 0.720], [-0.812, -0.817, 1.335], [-1.448, -0.843, 2.599], [-1.729, -2.033, 3.274], [-2.388, -2.005, 4.492], [-2.767, -0.801, 5.066], [-2.433, 0.383, 4.431], [-1.764, 0.385, 3.211], [-0.974, 1.810, 2.408], [0.401, 2.177, 3.610], [-0.017, 2.803, 4.947], [1.570, 2.948, 2.999], [-2.119, 3.262, 2.256], [-3.450, 3.109, 2.986], [-1.481, 4.615, 2.570], [5.186, -2.057, -0.622], [4.982, -1.599, 1.056], [3.988, -2.879, 0.376], [3.070, -1.074, -1.277], [4.670, 0.755, 0.568], [4.860, 0.539, -1.164], [3.419, 1.341, -0.544], [1.332, -0.585, 2.978], [4.366, -0.394, 2.788], [3.338, 1.011, 2.524], [3.313, 0.176, 4.071], [3.514, -2.697, 2.694], [2.509, -2.359, 4.096], [1.781, -3.045, 2.647], [2.312, -3.414, -0.725], [0.706, -5.211, -1.180], [-1.648, -4.982, -0.464], [-2.398, -2.942, 0.708], [-1.439, -2.984, 2.855], [-2.608, -2.938, 4.993], [-3.297, -0.782, 6.007], [-2.701, 1.317, 4.901], [0.746, 1.158, 3.822], [0.095, 3.884, 4.915], [-1.041, 2.578, 5.237], [0.631, 2.433, 5.742], [1.303, 3.983, 2.798], [2.403, 2.955, 3.704], [1.913, 2.515, 2.059], [-2.309, 3.263, 1.178], [-3.327, 3.236, 4.062], [-4.130, 3.895, 2.652], [-3.931, 2.149, 2.800], [-1.354, 4.766, 3.639], [-0.524, 4.748, 2.072], [-2.145, 5.399, 2.206], [0.390, 2.940, -0.374], [-4.251, -0.157, -0.672], [-2.862, 1.423, -1.038], [-4.456, 2.669, -0.330], [-5.394, 1.770, 0.429], [-6.364, 2.291, 1.280], [-7.201, 1.447, 1.988], [-7.078, 0.071, 1.848], [-6.123, -0.451, 0.992], [-5.280, 0.393, 0.276], [-3.726, -1.020, -0.262], [-4.679, -0.441, -1.634], [-4.914, 3.073, -1.234], [-4.098, 3.502, 0.269], [-6.454, 3.363, 1.397], [-7.946, 1.860, 2.655], [-7.724, -0.592, 2.404], [-6.028, -1.524, 0.878]], "charge": 1, "orbital_gap_ev": 6.92}

The structure with the most favorable energy is run ii; the runner-up is 18.3 kJ/mol above it.